Computed, not measured: C36H61ClN12O6Tl as an isolated structure, with ωB97M-V with the def2-TZVPD basis set.

```
117
Properties=species:S:1:pos:R:3:forces:R:3:lowdin_charge:R:1
Tl 0.02354 0.53961 -0.03100 -0.2 0.2 0.1 0.92
C 2.15083 -4.11237 -2.88846 0.0 0.1 0.0 -0.08
N 1.44809 -3.01106 -3.49823 0.0 0.0 -0.1 -0.18
C 1.14803 -3.17007 -4.90469 0.0 0.0 0.1 -0.08
C 0.73567 -2.09220 -2.71016 -0.1 0.0 0.0 -0.41
N 1.26681 -1.40412 -1.76623 0.1 0.0 0.1 0.07
C 2.71670 -1.37385 -1.65360 -0.2 0.0 0.0 -0.22
C 3.25634 -0.10426 -0.99893 -0.1 0.0 0.1 -0.19
N 2.89512 0.13579 0.40898 0.0 0.1 -0.1 -0.20
C 3.46400 -0.88384 1.27687 -0.2 -0.1 0.0 -0.18
C 2.86811 -1.06225 2.68323 0.1 0.1 0.0 -0.22
N 1.43560 -0.91478 2.74818 -0.1 0.0 -0.2 0.10
C 0.73149 -1.67463 3.49704 -0.1 -0.2 -0.1 -0.38
N -0.54954 -1.31984 3.85442 0.1 0.0 0.0 -0.14
C -1.05239 0.01787 3.59226 0.1 0.0 0.0 -0.05
C -1.56544 -2.27464 4.25574 0.1 0.1 0.0 -0.06
N 1.12850 -2.91907 4.04049 0.0 0.1 0.0 -0.19
C 1.87410 -3.87132 3.25633 -0.1 -0.1 0.0 -0.09
C 1.26355 -3.03231 5.47355 -0.1 -0.1 0.0 -0.07
C 3.31436 1.49557 0.77287 -0.1 0.0 0.1 -0.18
C 2.61995 2.09776 1.99919 -0.1 0.0 -0.1 -0.22
N 1.31341 2.61057 1.63266 0.1 -0.3 -0.1 0.05
C 0.73086 3.53621 2.29038 -0.1 0.0 0.0 -0.39
N -0.30504 4.23929 1.72027 0.0 0.1 0.0 -0.15
C -0.51119 4.21694 0.27699 0.1 0.0 0.1 -0.04
C -1.43439 4.74478 2.48044 0.1 0.0 -0.1 -0.06
N 1.03935 3.95515 3.59968 0.1 0.1 -0.1 -0.17
C 1.42752 5.33419 3.81272 -0.1 -0.1 0.0 -0.07
C 1.54844 3.01415 4.56930 -0.1 0.1 0.0 -0.08
N -0.58746 -1.96195 -3.06734 0.1 0.1 0.0 -0.14
C -1.39103 -3.16042 -3.21135 0.0 0.1 0.0 -0.06
C -1.34613 -0.75472 -2.76511 0.1 0.0 0.0 -0.09
H 1.66052 -5.06597 -3.12955 0.0 0.0 0.0 0.08
H 2.15456 -4.00550 -1.80615 0.0 0.0 0.0 0.08
H 3.18823 -4.17341 -3.23535 0.0 0.0 0.0 0.09
H 2.08240 -3.30132 -5.45989 0.0 0.0 0.0 0.08
H 0.64930 -2.27869 -5.27536 0.0 0.0 0.0 0.07
H 0.51342 -4.04564 -5.10618 0.0 0.0 0.0 0.08
H 3.18356 -1.43329 -2.64637 0.0 0.0 0.0 0.12
H 3.07331 -2.25029 -1.10341 0.1 0.0 0.0 0.08
H 2.89496 0.74984 -1.57046 0.0 0.0 0.0 0.09
H 4.35627 -0.12757 -1.10663 0.0 0.0 0.0 0.13
H 4.54743 -0.70594 1.41205 0.1 -0.1 -0.1 0.12
H 3.35945 -1.84089 0.76739 0.0 0.0 0.0 0.10
H 3.31895 -0.32368 3.35567 0.0 0.0 0.0 0.10
H 3.22809 -2.03279 3.03575 0.1 0.1 0.1 0.08
H -0.23474 0.65718 3.27171 0.0 0.0 0.0 0.04
H -1.50726 0.42447 4.50300 0.0 0.0 0.0 0.09
H -1.80851 0.00563 2.80245 0.0 0.0 0.0 0.08
H -1.20367 -3.29146 4.13643 0.0 0.0 0.0 0.08
H -2.45520 -2.14363 3.63750 0.0 0.0 -0.1 0.08
H -1.86005 -2.12343 5.30242 0.0 0.0 0.0 0.08
H 1.78450 -3.62521 2.19950 0.0 0.0 0.0 0.08
H 1.46274 -4.87664 3.40638 0.0 0.0 0.0 0.09
H 2.93880 -3.90987 3.52258 0.0 0.0 0.0 0.08
H 0.68654 -2.24595 5.95863 0.0 0.0 0.0 0.09
H 2.31124 -2.93977 5.79309 0.0 0.0 0.0 0.08
H 0.88956 -4.00052 5.82689 0.0 0.0 0.0 0.08
H 3.09110 2.14818 -0.07465 0.1 0.0 0.0 0.11
H 4.40754 1.51230 0.93884 0.0 0.0 0.0 0.12
H 3.27194 2.89314 2.38369 0.0 0.0 0.0 0.12
H 2.52690 1.34085 2.77666 0.1 0.1 0.0 0.06
H 0.30222 3.68786 -0.21435 0.0 0.0 0.0 0.06
H -0.55199 5.24425 -0.10199 0.0 0.0 0.0 0.09
H -1.45932 3.72804 0.04349 0.0 -0.1 0.0 0.07
H -1.31574 4.51130 3.53551 0.0 0.0 0.0 0.08
H -2.35829 4.28895 2.11082 0.0 0.0 0.0 0.09
H -1.53087 5.83180 2.36913 0.0 0.0 0.0 0.08
H 0.99795 5.96205 3.03406 0.0 0.0 0.0 0.08
H 2.51945 5.45774 3.79400 0.0 0.0 0.0 0.08
H 1.06752 5.68533 4.78540 0.0 0.0 0.0 0.08
H 1.20146 2.01074 4.33144 0.0 0.0 0.0 0.07
H 1.16374 3.28205 5.55927 0.0 0.0 0.0 0.08
H 2.64362 2.99965 4.63154 0.0 0.0 0.0 0.08
H -1.97322 -3.13523 -4.13896 0.0 0.0 0.0 0.09
H -2.09185 -3.24764 -2.37113 0.0 0.0 0.0 0.08
H -0.76288 -4.05094 -3.21588 0.0 0.0 0.0 0.08
H -0.69125 0.11545 -2.78256 0.0 -0.1 0.0 0.02
H -1.85200 -0.80720 -1.79547 0.0 0.0 0.0 0.05
H -2.10381 -0.61890 -3.54216 0.0 0.0 0.0 0.09
N -3.72946 -1.29134 0.81789 0.1 -0.3 0.1 0.15
C -2.88593 -2.35168 0.71418 -0.1 0.1 0.0 -0.40
C -3.34547 -3.68632 0.78252 0.0 0.0 0.0 -0.04
C -2.42778 -4.70951 0.72572 0.0 0.1 0.0 -0.10
C -1.06953 -4.41734 0.59168 0.0 0.0 0.0 -0.10
C -0.71465 -3.08231 0.51487 0.0 0.1 0.0 -0.17
N -1.58360 -2.07525 0.58150 0.1 -0.1 0.0 0.10
H -4.71073 -1.46817 0.70629 -0.1 0.0 0.0 0.09
H -3.38936 -0.37043 0.50053 0.0 0.1 0.0 0.04
H -4.40662 -3.88523 0.87769 0.0 0.0 0.0 0.10
H -2.76018 -5.73968 0.78038 0.0 0.0 0.0 0.10
H -0.32445 -5.20100 0.53460 0.0 0.0 0.0 0.09
H 0.32260 -2.77775 0.37587 -0.1 0.0 0.0 0.08
Cl 0.86806 0.80606 -5.11331 0.0 0.0 -0.1 0.56
C 1.88159 2.04680 -4.30586 0.0 0.1 0.2 -0.48
C 1.51164 2.36052 -2.83531 0.1 -0.1 0.1 -0.77
O 2.35069 3.10078 -2.28534 -0.2 -0.1 -0.1 -0.04
O 0.48154 1.83386 -2.35817 0.2 0.2 0.0 -0.20
H 1.81408 2.96245 -4.88696 0.0 0.0 -0.1 0.07
H 2.90580 1.68666 -4.32827 0.0 0.0 0.0 0.06
O -4.12768 2.87992 -0.03098 0.2 -0.1 -0.1 0.00
C -3.50988 2.01501 -0.66861 -0.1 0.0 0.3 -0.66
O -2.82572 1.05092 -0.19975 -0.1 0.2 -0.1 -0.19
C -3.57991 2.07621 -2.18669 -0.1 0.0 0.0 -0.13
C -4.48045 1.25653 -2.85302 0.0 0.0 -0.1 -0.04
C -4.60380 1.27451 -4.24847 0.0 0.0 0.0 -0.01
C -3.78650 2.14064 -4.92665 0.0 0.0 0.0 -0.23
O -3.72116 2.37865 -6.28500 0.0 0.1 -0.1 0.01
C -2.59297 3.23629 -6.46267 -0.1 -0.1 0.2 -0.15
O -2.21412 3.73131 -5.18455 0.0 0.1 -0.1 0.02
C -2.88728 2.95152 -4.26757 0.1 0.0 -0.1 -0.20
C -2.75718 2.95050 -2.90477 0.1 0.0 0.1 0.08
H -5.10211 0.58084 -2.27611 0.0 0.0 0.0 0.11
H -5.30887 0.64105 -4.77239 0.0 0.0 0.0 0.11
H -2.87002 4.07053 -7.10780 0.0 0.0 0.0 0.13
H -1.76815 2.66911 -6.89940 0.1 -0.1 0.0 0.13
H -2.02680 3.57970 -2.41134 0.0 0.0 0.0 0.13
```
Forces are in eV/Å.

Values from the calculation:
HOMO level: -4.8 eV
ΔE to the lowest compared entry with this formula, charge and spin: 29.18 kJ/mol
Charge: -1

=====

Computed, not measured: a 2-piece molecular cluster, CH2N2O overall at a distorted geometry, with ωB97M-V with the def2-TZVPD basis set.

```
6
Properties=species:S:1:pos:R:3:forces:R:3:nbo_charge:R:1
C 0.46920 -0.29438 -0.43978 3.2 -0.3 -0.4 0.06
N -0.80905 1.81842 0.34142 -0.1 0.4 1.2 0.00
N -0.75086 1.92653 1.43194 -0.1 0.0 -1.1 0.01
O 0.25804 -1.60047 -0.46708 -3.8 -0.7 0.3 -0.69
H 1.56757 -0.23831 -0.51799 -0.3 1.8 0.1 0.13
H -0.73491 -1.61179 -0.34850 1.2 -1.1 -0.2 0.49
```
Forces are in eV/Å.

Values from the calculation:
HOMO level (spin up / spin down): -7.3 / -13.3 eV
2S+1: 3
ΔE to the lowest compared entry with this formula, charge and spin: 16.52 kJ/mol
⟨S²⟩: 2.004
Charge: 0

=====

Computed, not measured: C3H5F3IInMgO4P as an isolated structure at a distorted geometry, with ωB97M-V with the def2-TZVPD basis set.

```
19
Properties=species:S:1:pos:R:3:forces:R:3:lowdin_charge:R:1
O -1.49599 0.09939 -2.08732 -2.0 0.1 0.0 0.06
C -0.40187 -0.28219 -2.09510 2.6 1.1 0.8 -0.95
I 0.11424 -2.18158 -3.06500 0.7 0.8 -0.1 0.99
C 0.72849 0.58601 -1.42259 -1.0 -0.2 -2.6 -0.32
In 0.91417 0.10313 0.83502 0.9 -0.4 1.9 0.75
C 1.01532 -2.13721 1.11240 0.8 0.7 -0.8 -0.60
F 0.10117 -2.83736 0.34966 0.3 0.0 0.9 -0.02
F 0.98423 -2.52586 2.40205 -0.4 -0.2 -0.9 0.07
F 2.25650 -2.53908 0.61914 -0.7 0.0 0.3 -0.02
P -1.18442 1.15030 1.88439 -1.4 1.1 -0.1 0.45
O -0.92504 1.59403 3.25885 0.2 -0.6 -0.3 -0.29
O -2.52611 0.17302 1.73905 1.4 1.5 -0.8 -0.19
O -1.50915 2.51878 0.95257 0.1 -1.9 0.0 -0.21
H 0.38794 1.64969 -1.44467 0.5 -0.7 0.1 0.07
H 1.75205 0.43145 -1.89050 0.0 -0.3 2.0 -0.09
H 2.34636 0.88286 1.55577 -0.6 -0.2 -0.6 -0.04
H -2.94795 0.48632 0.91424 -0.3 -0.5 0.5 0.06
H -1.49294 2.20336 0.02874 -0.2 0.5 0.2 0.02
Mg 1.88302 0.62494 -3.64671 -0.9 -0.7 -0.4 1.25
```
Forces are in eV/Å.

Values from the calculation:
HOMO level: -11.8 eV
Charge: +1